80
Properties=species:S:1:pos:R:3:mulliken_charge:R:1 method="wB97M-V/def2-TZVPD" multiplicity=1 homo_ev=-8.44 orbital_gap_ev=8.16 fmax_ha_per_bohr=0.0158 e_above_lowest_ev=5.105 smiles="CNCc1ccc2c(c1)C(=O)c1ccccc1C2=O.CN(C)C=O.CN(C)C=O.CN(C)C=O.CN(C)C=O" charge=0
C 0.266 -4.577 -0.362 -0.8834
N 1.527 -3.980 -0.792 -0.3433
C 2.040 -2.961 0.103 -0.6178
C 1.384 -1.582 -0.028 1.2193
C 0.282 -1.405 -0.865 -0.3840
C -0.339 -0.170 -1.045 -1.5890
C 0.166 0.917 -0.359 0.7135
C 1.267 0.766 0.495 0.3794
C 1.872 -0.466 0.665 -0.9741
C 1.755 2.004 1.171 0.0857
O 2.110 2.029 2.320 -0.6033
C 1.716 3.216 0.301 0.7857
C 2.719 4.174 0.327 -0.7690
C 2.625 5.254 -0.545 -0.5898
C 1.556 5.381 -1.427 -0.7574
C 0.537 4.436 -1.430 -0.8830
C 0.628 3.355 -0.565 0.9856
C -0.401 2.282 -0.523 -0.3903
O -1.586 2.503 -0.580 -0.6149
H 0.437 -5.323 0.412 0.2592
H -0.448 -3.838 0.024 0.3668
H -0.195 -5.050 -1.222 0.3249
H 1.477 -3.642 -1.742 0.3418
H 3.121 -2.888 0.011 0.4581
H 1.845 -3.313 1.117 -0.0152
H -0.102 -2.243 -1.427 0.3293
H -1.184 -0.072 -1.710 0.4760
H 2.732 -0.582 1.312 0.6036
H 3.558 4.078 0.999 0.5066
H 3.394 6.014 -0.568 0.3981
H 1.484 6.205 -2.121 0.3985
H -0.316 4.473 -2.089 0.7717
C -0.371 -9.144 -4.947 -0.9138
N -0.590 -8.146 -3.919 0.1049
C -1.649 -7.167 -4.093 -0.8955
C 0.158 -8.093 -2.800 0.1258
O 0.014 -7.276 -1.910 -0.5524
H -0.128 -8.659 -5.895 0.3330
H -1.270 -9.749 -5.080 0.3352
H 0.453 -9.796 -4.665 0.2921
H -1.231 -6.160 -4.086 0.2619
H -2.366 -7.243 -3.275 0.2862
H -2.156 -7.342 -5.039 0.3719
H 0.935 -8.875 -2.759 0.2445
C -3.939 5.957 -3.367 -0.8826
N -2.971 6.975 -3.011 0.0834
C -3.057 8.287 -3.629 -0.9521
C -1.987 6.745 -2.120 0.2596
O -1.148 7.559 -1.783 -0.6468
H -3.885 5.746 -4.437 0.3383
H -4.947 6.296 -3.122 0.3511
H -3.734 5.040 -2.817 0.2756
H -2.136 8.506 -4.170 0.2960
H -3.191 9.052 -2.864 0.2954
H -3.898 8.311 -4.319 0.3850
H -2.013 5.723 -1.706 0.2332
C -2.203 2.916 2.260 -0.8070
N -2.162 3.778 3.428 0.1465
C -0.983 3.759 4.278 -0.9571
C -3.179 4.597 3.753 0.1290
O -3.196 5.337 4.718 -0.6003
H -2.111 1.873 2.574 0.2800
H -1.383 3.167 1.604 0.2577
H -3.139 3.043 1.722 0.2721
H -1.260 3.469 5.293 0.3244
H -0.537 4.753 4.319 0.2987
H -0.257 3.052 3.883 0.3357
H -4.023 4.536 3.044 0.2624
C 1.982 -3.882 5.713 -0.9327
N 2.790 -3.680 4.527 0.1177
C 3.622 -4.768 4.039 -0.9035
C 2.798 -2.514 3.856 0.1919
O 3.459 -2.299 2.856 -0.5945
H 2.620 -4.127 6.564 0.3400
H 1.278 -4.700 5.551 0.3428
H 1.422 -2.977 5.942 0.2976
H 4.668 -4.461 4.028 0.3027
H 3.334 -5.032 3.021 0.2454
H 3.505 -5.634 4.685 0.3857
H 2.136 -1.751 4.299 0.2453